{"formula": "C6H10O2S2", "method": "ωB97M-V/def2-TZVPD", "elements": ["C", "C", "C", "C", "C", "C", "O", "O", "S", "S", "H", "H", "H", "H", "H", "H", "H", "H", "H", "H"], "xyz": [[-1.485, -0.769, 0.596], [2.509, 0.824, 0.002], [1.242, 1.372, 0.407], [-0.841, -0.206, -0.671], [-2.967, -0.866, 0.513], [-0.421, -1.078, -1.540], [-0.828, -0.949, 1.574], [-0.866, 2.485, -0.240], [2.485, -0.983, -0.311], [-0.093, 1.417, -0.924], [3.172, 1.458, -0.624], [3.171, 0.793, 0.852], [0.787, 0.981, 1.336], [1.363, 2.542, 0.443], [-3.183, 0.102, 0.386], [-3.455, -1.503, 1.344], [-3.312, -1.341, -0.371], [3.047, -1.366, 1.041], [0.224, -0.784, -2.330], [-0.549, -2.128, -1.484]], "de_lowest_kcal_mol": 84.2, "e_tot_ha": -1181.341235, "homo_ha": -0.3306}